Entry 1:
A molecular structure, C29H84F10N12O28S10, computed with the ωB97M-V functional and the def2-TZVPD basis.

Structure (ORCA input):
```
! wB97M-V def2-TZVPD RIJCOSX def2/J DEFGRID3
* xyz 2 1
C -2.0929 4.1316 -4.0552
C -1.5767 4.5956 -5.4173
C -1.8442 6.0087 -5.7909
O -1.0685 6.5539 -6.8994
C -1.5139 6.0974 -8.1674
N -0.0653 4.6624 -5.2948
H 0.2602 5.2259 -4.4978
H 0.3403 3.7019 -5.3024
H 0.2471 5.0967 -6.1395
H -2.2431 4.9939 -3.4158
H -1.3478 3.4512 -3.7029
H -3.0144 3.5392 -4.1453
H -1.8442 3.9414 -6.2439
H -1.6367 6.6744 -4.9302
H -2.8749 6.2066 -6.0497
H -2.1199 6.9224 -8.6354
H -1.9530 5.0904 -8.2797
H -0.6487 6.0651 -8.8286
C 4.3547 -5.0996 0.0009
C 3.1028 -5.1173 0.8547
C 3.4084 -5.0140 2.3925
O 2.2701 -4.6840 3.1016
C 1.3766 -5.8006 3.2706
N 2.2191 -3.9919 0.4462
H 1.4855 -4.2300 -0.2123
H 1.6802 -3.7964 1.2761
H 2.7793 -3.1728 0.2012
H 4.9735 -5.9440 0.1740
H 5.0416 -4.1949 0.2385
H 4.1974 -5.0835 -1.0461
H 2.4966 -6.0185 0.6387
H 4.1153 -4.1791 2.6010
H 3.8338 -5.8886 2.7211
H 0.8565 -5.6639 4.1664
H 1.9737 -6.7345 3.3848
H 0.6578 -5.8512 2.4727
C 4.6687 3.4859 3.9751
C 4.4392 4.3000 2.6772
C 5.6550 5.1608 2.2577
O 5.1990 6.0305 1.2145
C 6.0745 7.1421 0.9174
N 4.1437 3.3969 1.4999
H 3.1296 3.2462 1.3026
H 4.4473 3.8763 0.6693
H 4.6361 2.4725 1.4760
H 5.1935 3.9819 4.7952
H 5.2549 2.6105 3.8079
H 3.7178 3.0406 4.3805
H 3.4387 4.8723 2.7563
H 6.4441 4.5507 1.9550
H 6.0771 5.7321 3.1321
H 7.1127 6.7475 0.8217
H 6.0892 7.8057 1.7561
H 5.8260 7.5471 -0.0296
C -5.9078 -4.7192 -6.4314
C -5.7313 -3.2230 -6.5681
C -6.9979 -2.5672 -7.1881
O -7.9456 -2.6975 -6.1785
C -9.0141 -1.8141 -6.3039
N -5.4369 -2.5601 -5.2168
H -6.2869 -2.4516 -4.6695
H -4.7464 -3.1448 -4.6989
H -4.9779 -1.6543 -5.3957
H -4.9733 -5.1001 -6.1473
H -6.2388 -5.1679 -7.3378
H -6.6910 -4.9768 -5.7038
H -4.8087 -3.0330 -7.1620
H -7.3113 -3.2271 -8.0023
H -6.7914 -1.4677 -7.4724
H -9.6221 -1.8899 -5.4423
H -9.6361 -2.0948 -7.1494
H -8.6185 -0.7629 -6.3258
C -2.0784 3.2493 2.6377
C -2.3274 2.3880 1.4616
C -3.7579 2.0653 1.2720
O -4.4332 3.1419 0.6162
C -5.8315 2.9186 0.7626
N -1.9335 2.9682 0.1451
H -0.9753 3.3806 0.1819
H -2.0671 2.2958 -0.6550
H -2.5572 3.7340 -0.0416
H -2.9054 4.0035 2.6073
H -1.0890 3.7076 2.6493
H -2.1666 2.6353 3.5354
H -1.8181 1.4279 1.4907
H -4.2862 2.0560 2.1924
H -3.8986 1.1372 0.6746
H -6.1898 3.9029 0.3912
H -6.1405 2.8313 1.8176
H -6.1999 2.1544 0.1672
C -2.8391 -3.6692 -0.5910
C -1.3115 -3.5838 -0.4191
O -0.6873 -4.3594 0.1273
N -0.5701 -2.3615 -0.9762
H -0.1023 -1.9166 -0.1587
H 0.2387 -2.6411 -1.5593
C -1.2948 -1.2707 -1.6857
H -3.2609 -3.0779 0.2078
H -3.0454 -4.7485 -0.4108
H -3.1820 -3.3696 -1.6145
H -0.5921 -0.5809 -2.0197
H -2.0923 -0.7489 -1.1131
H -1.8683 -1.8801 -2.4390
C 6.1106 -2.7551 9.2386
O 5.6036 -2.6793 7.8506
C 4.4609 -3.5105 7.7491
C 3.7743 -3.4142 6.4164
N 3.6920 -1.9462 5.9927
H 4.0400 -1.4574 6.8674
H 4.3621 -1.7592 5.3060
C 2.3102 -1.4420 5.5353
C 2.2190 0.0275 5.8245
O 2.5142 0.1424 7.2195
C 2.1680 1.3329 7.8782
H 5.2730 -2.6545 9.9503
H 6.8420 -1.9805 9.3556
H 6.6561 -3.6858 9.2852
H 3.7983 -3.3788 8.5797
H 4.7361 -4.6252 7.7747
H 2.7526 -3.8904 6.3488
H 4.3326 -3.9573 5.6596
H 1.5713 -2.1311 6.0065
H 2.3252 -1.6012 4.4351
H 1.2226 0.4192 5.6303
H 2.8694 0.6997 5.2646
H 1.0548 1.2945 8.1383
H 2.4719 2.0590 7.0990
H 2.8262 1.4819 8.7478
N -1.1226 -4.4622 -3.0226
S -2.3421 -4.9409 -4.0257
O -1.9083 -5.1093 -5.3720
O -3.5004 -4.1815 -3.7017
F -2.6172 -6.3739 -3.5100
S 0.3061 -4.2166 -3.6130
O 1.0990 -3.9684 -2.4633
O 0.3466 -3.2996 -4.7905
F 0.8893 -5.5382 -4.0653
N -4.0361 0.1065 -4.0200
S -3.9549 0.7572 -2.5295
O -2.7948 1.5558 -2.3155
O -4.3652 -0.2189 -1.5150
F -5.1076 1.8086 -2.5604
S -4.2103 0.9627 -5.3591
O -4.9841 2.1279 -5.2458
O -4.5418 -0.0006 -6.3993
F -2.8270 1.4498 -5.7806
N 4.1302 -1.4002 1.3147
S 5.2023 -0.8872 2.3714
O 5.0409 -1.4913 3.7090
O 5.4195 0.5127 2.3532
F 6.4982 -1.5583 1.8823
S 3.6215 -0.3669 0.1568
O 3.3010 0.9186 0.5713
O 2.8356 -1.0649 -0.8321
F 4.9003 -0.2168 -0.7459
N 0.4316 4.3758 -0.7353
S 1.2125 3.4107 -1.7605
O 1.6059 4.1477 -2.9060
O 0.6342 2.1195 -1.7968
F 2.5682 3.1287 -0.9655
S 0.2571 6.0039 -0.7015
O -0.7985 6.1238 0.2125
O 0.1813 6.5199 -2.0765
F 1.5536 6.7045 -0.0501
N -0.5575 -2.4581 3.7027
S -0.3301 -1.1592 2.9157
O 0.3822 -1.4792 1.6924
O 0.2055 0.0041 3.5265
F -1.8192 -0.7187 2.4162
S -1.0893 -2.4764 5.1808
O -0.7814 -1.2828 5.8599
O -0.7037 -3.7213 5.7906
F -2.5920 -2.4664 4.9380
*
```

Its LUMO energy is -3.4 eV. As for the HOMO-LUMO gap: 10.20 eV.

These are the Mulliken partial charges, in e, on atoms 1 to 99: number 1, C, carries -1.171; number 2, C, carries 0.254; number 3, C, carries -0.730; number 4, O, carries -0.422; number 5, C, carries -0.742; number 6, N, carries -0.112; number 7, H, carries 0.198; number 8, H, carries 0.344; number 9, H, carries 0.436; number 10, H, carries 0.402; number 11, H, carries 0.101; number 12, H, carries 0.245; number 13, H, carries 0.400; number 14, H, carries 0.365; number 15, H, carries 0.448; number 16, H, carries 0.296; number 17, H, carries 0.321; number 18, H, carries 0.306; number 19, C, carries -1.553; number 20, C, carries 0.241; number 21, C, carries -0.766; number 22, O, carries 0.075; number 23, C, carries -0.792; number 24, N, carries 0.969; number 25, H, carries -0.141; number 26, H, carries 0.048; number 27, H, carries -0.013; number 28, H, carries 0.457; number 29, H, carries 0.224; number 30, H, carries 0.466; number 31, H, carries 0.274; number 32, H, carries -0.053; number 33, H, carries 0.820; number 34, H, carries 0.242; number 35, H, carries 0.363; number 36, H, carries 0.183; number 37, C, carries -1.446; number 38, C, carries 0.543; number 39, C, carries -1.035; number 40, O, carries -0.246; number 41, C, carries -0.810; number 42, N, carries 0.136; number 43, H, carries 0.205; number 44, H, carries 0.404; number 45, H, carries 0.196; number 46, H, carries 0.469; number 47, H, carries 0.306; number 48, H, carries 0.289; number 49, H, carries 0.244; number 50, H, carries 0.508; number 51, H, carries 0.503; number 52, H, carries 0.315; number 53, H, carries 0.327; number 54, H, carries 0.255; number 55, C, carries -1.496; number 56, C, carries 0.368; number 57, C, carries -0.629; number 58, O, carries -0.345; number 59, C, carries -0.780; number 60, N, carries 0.364; number 61, H, carries 0.476; number 62, H, carries 0.061; number 63, H, carries 0.082; number 64, H, carries 0.362; number 65, H, carries 0.446; number 66, H, carries 0.356; number 67, H, carries 0.369; number 68, H, carries 0.370; number 69, H, carries 0.416; number 70, H, carries 0.275; number 71, H, carries 0.310; number 72, H, carries 0.299; number 73, C, carries -1.407; number 74, C, carries 1.086; number 75, C, carries -1.124; number 76, O, carries -0.346; number 77, C, carries -0.849; number 78, N, carries 1.138; number 79, H, carries 0.051; number 80, H, carries -0.360; number 81, H, carries 0.506; number 82, H, carries 0.359; number 83, H, carries 0.355; number 84, H, carries 0.365; number 85, H, carries -0.285; number 86, H, carries 0.879; number 87, H, carries 0.255; number 88, H, carries 0.291; number 89, H, carries 0.320; number 90, H, carries 0.330; number 91, C, carries -1.086; number 92, C, carries 0.475; number 93, O, carries -0.428; number 94, N, carries 1.567; number 95, H, carries -0.215; number 96, H, carries 0.315; number 97, C, carries -1.233; number 98, H, carries 0.361; number 99, H, carries 0.444

=====

Entry 2:
A molecular structure, C64H64AsCsN2O6S, computed with the ωB97M-V functional and the def2-TZVPD basis.

Structure (ORCA input):
```
! wB97M-V def2-TZVPD RIJCOSX def2/J DEFGRID3
* xyz -2 1
Cs 0.6751 0.1598 0.6119
C 2.0025 1.5326 4.0767
C 0.5263 1.5025 4.3740
C -0.0142 0.5881 5.2798
C -1.3777 0.5496 5.5336
C -1.9607 -0.4265 6.5234
C -2.2104 1.4400 4.8572
C -1.6981 2.3597 3.9523
C -2.5829 3.3201 3.2073
C -0.3245 2.3834 3.7211
H 2.3673 0.5416 3.7948
H 2.5762 1.8589 4.9481
H 2.2116 2.2163 3.2536
H 0.6430 -0.1130 5.7874
H -2.3474 0.0894 7.4065
H -1.2148 -1.1470 6.8612
H -2.7917 -0.9846 6.0851
H -3.2824 1.4065 5.0333
H -2.4233 4.3441 3.5553
H -3.6393 3.0789 3.3389
H -2.3447 3.3054 2.1429
H 0.0849 3.0556 2.9717
O 2.4695 -4.2983 1.3755
S 2.1879 -3.1081 0.5868
O 2.5660 -1.8660 1.2449
N 0.7335 -2.9412 0.0368
C 0.0869 -3.7378 -0.8476
C 0.5639 -4.8868 -1.4707
C -0.1829 -5.5490 -2.4602
C -1.4144 -5.1053 -2.8563
C -1.9705 -3.9665 -2.2228
C -3.2316 -3.4398 -2.5780
C -3.7204 -2.3502 -1.9165
C -2.9569 -1.8054 -0.8651
N -1.7830 -2.2567 -0.5130
C -1.2556 -3.2998 -1.1982
C 3.2727 -3.2192 -0.8444
C 2.8361 -2.7295 -2.0672
C 3.6313 -2.8740 -3.1941
C 4.8642 -3.5051 -3.0942
C 5.2982 -3.9935 -1.8666
C 4.4970 -3.8600 -0.7403
H 1.5376 -5.2756 -1.2036
H 0.2505 -6.4294 -2.9230
H -1.9747 -5.6073 -3.6371
H -3.7881 -3.9061 -3.3842
H -4.6704 -1.9022 -2.1788
H -3.3413 -0.9575 -0.3045
H 1.8736 -2.2365 -2.1307
H 3.2859 -2.4717 -4.1389
H 5.4888 -3.6211 -3.9722
H 6.2579 -4.4908 -1.7874
H 4.8058 -4.2637 0.2155
C 0.4198 5.6576 -4.4118
C 1.1151 4.4368 -3.8266
C 2.5098 4.2397 -4.4130
O 0.3301 3.2925 -4.0634
C 0.0149 2.6177 -2.8259
C 0.8484 3.3835 -1.7585
O 1.2006 4.6021 -2.4361
C 0.1944 3.8154 -0.3700
O 0.1228 2.8034 0.5116
C -1.1908 4.4074 -0.7067
C -1.3771 5.6844 -1.2288
C -2.6492 6.1461 -1.5525
C -3.7558 5.3298 -1.3652
C -3.5772 4.0483 -0.8550
C -2.3073 3.5949 -0.5298
C 1.0858 4.8812 0.3114
C 0.5293 5.7194 1.2790
C 1.3200 6.5280 2.0832
C 2.7014 6.5232 1.9392
C 3.2709 5.6952 0.9805
C 2.4743 4.8871 0.1813
C 0.2575 1.0631 -2.9655
O -0.1088 0.4912 -1.8186
C 1.7616 0.8394 -3.3055
C 2.2322 0.8769 -4.6178
C 3.5827 0.7302 -4.9125
C 4.5055 0.5524 -3.8921
C 4.0558 0.4991 -2.5790
C 2.7032 0.6304 -2.2949
C -0.6065 0.4608 -4.0957
C -0.4609 -0.9115 -4.3226
C -1.3001 -1.5999 -5.1794
C -2.3236 -0.9248 -5.8413
C -2.4807 0.4347 -5.6280
C -1.6293 1.1222 -4.7647
H 0.3457 5.5620 -5.4968
H 0.9801 6.5632 -4.1705
H -0.5805 5.7271 -3.9848
H 2.4466 3.9862 -5.4730
H 3.0084 3.4229 -3.8906
H 3.0964 5.1537 -4.2950
H -1.0507 2.7326 -2.6170
H 1.7478 2.7965 -1.5399
H -0.5166 6.3244 -1.3805
H -2.7719 7.1466 -1.9538
H -4.7486 5.6858 -1.6170
H -4.4331 3.3968 -0.7154
H -2.1287 2.5973 -0.1445
H -0.5461 5.7199 1.4155
H 0.8533 7.1600 2.8314
H 3.3252 7.1493 2.5669
H 4.3481 5.6752 0.8539
H 2.9450 4.2492 -0.5555
H 1.5251 1.0342 -5.4239
H 3.9118 0.7648 -5.9457
H 5.5594 0.4327 -4.1157
H 4.7556 0.3335 -1.7679
H 2.3848 0.5664 -1.2657
H 0.3090 -1.4445 -3.7758
H -1.1697 -2.6682 -5.3146
H -2.9934 -1.4581 -6.5070
H -3.2753 0.9740 -6.1331
H -1.7670 2.1869 -4.6260
C -0.6428 -5.2862 2.2197
As -1.2182 -3.4918 2.7291
C -3.1389 -3.8751 2.9532
C -0.6532 -3.5462 4.6508
C -1.1981 -4.6399 5.4992
C -0.5024 -5.8418 5.6620
C -1.0179 -6.8722 6.4332
C -2.2455 -6.7281 7.0677
C -2.9485 -5.5415 6.9175
C -2.4312 -4.5128 6.1419
H -0.9596 -6.0524 2.9302
H 0.4421 -5.2711 2.1159
H -1.0760 -5.5012 1.2412
H -3.3473 -4.6828 3.6568
H -3.5287 -4.1564 1.9731
H -3.6511 -2.9658 3.2709
H -0.8934 -2.5656 5.0615
H 0.4356 -3.6158 4.5914
H 0.4559 -5.9609 5.1693
H -0.4554 -7.7921 6.5414
H -2.6484 -7.5317 7.6722
H -3.9073 -5.4131 7.4062
H -2.9916 -3.5911 6.0330
*
```

Its LUMO energy is 3.6 eV. As for the HOMO-LUMO gap: 6.07 eV. As for the energy relative to the best compared isomer or geometry (same formula, charge and spin): 82.5 kJ/mol.

These are the Mulliken partial charges, in e, on atoms 1 to 99: number 1, Cs, carries 2.288; number 2, C, carries -1.479; number 3, C, carries 0.496; number 4, C, carries -0.399; number 5, C, carries 1.060; number 6, C, carries -1.668; number 7, C, carries -0.782; number 8, C, carries 0.933; number 9, C, carries -1.453; number 10, C, carries -0.079; number 11, H, carries 0.300; number 12, H, carries 0.402; number 13, H, carries 0.160; number 14, H, carries 0.321; number 15, H, carries 0.504; number 16, H, carries 0.351; number 17, H, carries 0.246; number 18, H, carries 0.283; number 19, H, carries 0.361; number 20, H, carries 0.293; number 21, H, carries 0.215; number 22, H, carries 0.019; number 23, O, carries -0.874; number 24, S, carries 1.256; number 25, O, carries -0.807; number 26, N, carries 0.543; number 27, C, carries -0.169; number 28, C, carries -0.686; number 29, C, carries -0.985; number 30, C, carries -0.923; number 31, C, carries 1.221; number 32, C, carries -0.824; number 33, C, carries -0.775; number 34, C, carries -0.708; number 35, N, carries -0.061; number 36, C, carries 0.652; number 37, C, carries -0.502; number 38, C, carries 0.647; number 39, C, carries -0.442; number 40, C, carries -0.664; number 41, C, carries -0.642; number 42, C, carries -0.546; number 43, H, carries 0.633; number 44, H, carries 0.324; number 45, H, carries 0.326; number 46, H, carries 0.352; number 47, H, carries 0.408; number 48, H, carries 0.469; number 49, H, carries 0.100; number 50, H, carries 0.444; number 51, H, carries 0.393; number 52, H, carries 0.366; number 53, H, carries 0.463; number 54, C, carries -2.062; number 55, C, carries 1.132; number 56, C, carries -1.623; number 57, O, carries -0.312; number 58, C, carries -0.622; number 59, C, carries -2.310; number 60, O, carries -0.112; number 61, C, carries 2.800; number 62, O, carries -0.573; number 63, C, carries 0.008; number 64, C, carries -0.325; number 65, C, carries -0.916; number 66, C, carries -0.667; number 67, C, carries -1.402; number 68, C, carries -0.361; number 69, C, carries -0.221; number 70, C, carries -0.187; number 71, C, carries -0.925; number 72, C, carries -0.562; number 73, C, carries -0.842; number 74, C, carries -0.287; number 75, C, carries 1.579; number 76, O, carries -0.703; number 77, C, carries 0.635; number 78, C, carries -0.419; number 79, C, carries -1.106; number 80, C, carries -0.729; number 81, C, carries -1.081; number 82, C, carries 0.193; number 83, C, carries -0.723; number 84, C, carries 0.353; number 85, C, carries -0.584; number 86, C, carries -0.667; number 87, C, carries -0.905; number 88, C, carries -0.703; number 89, H, carries 0.408; number 90, H, carries 0.325; number 91, H, carries 0.441; number 92, H, carries 0.322; number 93, H, carries 0.212; number 94, H, carries 0.445; number 95, H, carries 1.598; number 96, H, carries 1.058; number 97, H, carries 0.567; number 98, H, carries 0.402; number 99, H, carries 0.369

=====

Entry 3:
C3H4ClFN2S in the gas phase, computed with the ωB97M-V functional and the def2-TZVPD basis.

Structure (ORCA input):
```
! wB97M-V def2-TZVPD RIJCOSX def2/J DEFGRID3
* xyz 0 1
C -0.7386 -0.9828 -0.3915
C 1.8917 -0.0394 -0.3545
C 1.9581 0.5557 0.7925
H -2.7706 1.3151 -0.5030
H -3.1087 -0.3727 -0.3212
H -1.3269 -1.9169 -0.1739
H 2.6074 0.2653 -1.1455
N -2.5169 0.4170 -0.0911
N -1.2019 0.1761 -0.3938
F 1.2392 0.2266 1.8526
S 0.9613 -1.4769 -0.4749
Cl 3.0060 1.8329 1.2043
*
```

Its LUMO energy is 0.8 eV. As for the HOMO-LUMO gap: 9.16 eV. As for the energy relative to the best compared isomer or geometry (same formula, charge and spin): 175.1 kJ/mol. The SMILES is N/N=C/S/C=C(\F)Cl.

Charges in e, computed with Mulliken, in the same order as the atoms: number 1, C, carries 0.007; number 2, C, carries -0.473; number 3, C, carries 0.558; number 4, H, carries 0.254; number 5, H, carries 0.240; number 6, H, carries 0.266; number 7, H, carries 0.347; number 8, N, carries -0.519; number 9, N, carries -0.171; number 10, F, carries -0.201; number 11, S, carries -0.144; number 12, Cl, carries -0.162

=====

Number 1: HOMO energy -13.58 eV. Number 2: HOMO energy -2.44 eV. Number 3: HOMO energy -8.34 eV.